DFT (the ωB97M-V functional and the def2-TZVPD basis) results for a cluster of 2 separate species, CH6NO2 in total.

Properties
total charge = -1
frontier orbital gap = 6.767 eV
total energy = -246.9135 hartree
lowest unoccupied orbital energy = 4.733 eV

Structure (XYZ):
```
10
Properties=species:S:1:pos:R:3:forces:R:3:lowdin_charge:R:1
O -1.54905 -0.66037 2.24235 0.20 -0.05 -0.06 -0.1670
O 0.09598 1.24056 -1.63306 -0.01 0.23 0.07 -0.1739
N 0.12281 -0.42804 -0.03794 0.19 -0.37 0.12 -0.1672
C 0.91925 0.21738 -1.01930 -0.39 0.33 0.66 -0.5466
H 0.47794 -1.37018 0.10902 -0.02 -0.11 -0.21 -0.0537
H -0.72445 1.07280 -1.14391 -0.01 -0.01 -0.13 0.0322
H -1.48737 0.27195 2.46831 -0.03 -0.02 0.04 -0.0039
H 1.26220 -0.40621 -1.85008 0.25 -0.41 -0.13 0.0636
H -0.92499 -0.68466 1.46242 -0.17 0.31 -0.10 -0.0462
H 1.80769 0.74677 -0.59782 -0.02 0.09 -0.27 0.0628
```
Positions in Å, forces in eV/Å.

DFT (the ωB97M-V functional and the def2-TZVPD basis) results for a cluster of 2 separate species, CH6O2 in total.

Properties
SMILES = CO.O
frontier orbital gap = 11.445 eV
total energy = -192.1307 hartree
lowest unoccupied orbital energy = 0.643 eV

Structure (XYZ):
```
9
Properties=species:S:1:pos:R:3:forces:R:3:lowdin_charge:R:1
O -0.14652 0.64648 2.31803 0.49 -3.00 -2.16 -0.1430
O 0.31264 0.76568 -1.51986 1.19 0.13 0.84 -0.1819
C -0.21205 -0.47369 -0.93068 0.96 0.78 0.55 -0.1578
H -0.04241 0.74833 1.30696 -0.27 -0.11 2.43 0.0276
H -0.63307 -1.08842 -1.72600 -0.12 0.34 -0.12 0.0665
H -0.08418 -0.39175 2.41639 -0.20 3.17 -0.21 0.0924
H -1.04466 -0.23135 -0.17713 1.37 -0.49 -0.93 0.0874
H 1.20388 1.11189 -1.15517 -2.36 -1.46 -0.54 0.1182
H 0.64638 -1.08718 -0.53254 -1.06 0.64 0.14 0.0906
```
Positions in Å, forces in eV/Å.

DFT (the ωB97M-V functional and the def2-TZVPD basis) results for an isolated molecule of C6H8F2P2.

Properties
frontier orbital gap (alpha / beta) = 6.659 / 6.574 eV
total energy = -1115.6622 hartree
lowest unoccupied orbital energy (alpha / beta) = -1.334 / -0.728 eV

Structure (XYZ):
```
18
Properties=species:S:1:pos:R:3:forces:R:3:lowdin_charge:R:1
P 4.74921 0.61866 -0.39910 -1.81 -0.68 0.62 0.7097
P 0.38438 -1.56714 -1.60780 -0.60 -1.58 1.36 1.0427
F 1.92111 0.57312 -1.22903 -0.64 1.37 -0.09 -0.0530
F 1.86454 -1.90893 1.30914 0.47 1.78 -1.53 0.0020
C -0.89572 0.96621 -0.68682 -1.63 0.97 0.47 -0.0791
C 1.25982 -0.30942 -0.44299 -1.05 -2.16 -1.20 -0.5556
C -0.28962 -0.35767 -0.34910 2.50 0.30 -0.72 -0.6530
C 2.23053 -0.87545 0.42442 2.70 0.18 2.67 -0.2903
C 3.51595 -0.31301 0.55166 0.73 -0.55 -0.26 -0.4867
C -0.84114 -0.89681 0.95476 -1.98 -1.49 -0.80 -0.0755
H -1.15344 1.45098 0.30525 -0.04 -0.25 -1.33 0.0990
H -1.78718 0.97108 -1.36807 0.60 -0.36 0.86 0.1020
H -1.05867 0.04020 1.41592 -0.27 0.08 1.37 0.0517
H 0.63702 -0.84726 -2.74740 -0.19 1.10 -0.56 -0.0952
H -1.84539 -1.39102 0.69027 1.26 0.72 0.54 0.1153
H 4.15365 -0.62694 1.39848 -0.85 -0.49 -0.07 0.0193
H -0.30870 -1.60652 1.61374 0.07 0.62 -0.80 0.0850
H -0.19778 1.62436 -1.14636 0.72 0.43 -0.52 0.0619
```
Positions in Å, forces in eV/Å.

DFT (the ωB97M-V functional and the def2-TZVPD basis) results for the ion H4NO2P2 with charge -1.

Properties
total charge = -1
SMILES = N[P@](=O)([O-])P
frontier orbital gap = 8.728 eV
total energy = -890.4553 hartree
lowest unoccupied orbital energy = 4.498 eV

Structure (XYZ):
```
9
Properties=species:S:1:pos:R:3:forces:R:3:lowdin_charge:R:1
P -1.35280 -1.09359 -0.13790 -2.09 -0.18 3.61 0.5466
P 0.05424 0.57141 0.23459 -1.32 1.97 -2.82 -0.0871
O -0.11944 1.07345 1.59204 -0.09 -0.06 2.59 -0.4495
O -0.05745 1.61874 -0.85637 0.60 -1.29 0.11 -0.4861
N 1.47913 -0.37263 0.08959 1.47 1.76 0.38 -0.1825
H 2.15919 0.36935 -0.30496 -1.12 -1.65 0.74 0.0565
H -1.12006 -1.17464 -1.39504 0.71 -0.27 -3.83 -0.2768
H -2.74003 -0.54334 -0.33042 1.55 -0.08 0.27 -0.1426
H 1.69722 -0.44874 1.10848 0.27 -0.20 -1.04 0.0213
```
Positions in Å, forces in eV/Å.

DFT (the ωB97M-V functional and the def2-TZVPD basis) results for a cluster of 2 separate species, C7H14 in total.

Properties
SMILES = C=CC(C)C.C=C
frontier orbital gap = 10.591 eV
total energy = -275.0510 hartree
lowest unoccupied orbital energy = 1.212 eV

Structure (XYZ):
```
21
Properties=species:S:1:pos:R:3:forces:R:3:lowdin_charge:R:1
C 0.57782 -1.55963 0.95683 -0.17 -0.03 -0.05 -0.0111
C -1.29033 -0.07661 0.17143 0.01 0.01 0.06 -0.4514
C 3.10446 0.45694 0.04372 -0.04 0.17 -0.03 -0.0909
C -1.16187 0.97051 -0.93501 0.01 0.05 -0.05 -0.0748
C -2.68566 -0.71256 0.18039 -0.10 -0.01 0.00 -0.0851
C 2.55898 1.65551 -0.12429 0.10 -0.13 0.00 -0.0877
C -0.29129 -1.18826 0.02601 0.04 -0.12 0.13 -0.1881
H -0.36956 -1.77366 -0.89371 -0.02 0.05 0.13 0.1118
H -1.26926 0.50654 -1.92358 0.00 0.06 0.13 0.0826
H -1.93760 1.73875 -0.83602 0.11 -0.11 -0.03 0.0783
H -2.87539 -1.22274 -0.77298 0.01 0.09 0.13 0.0804
H 3.65692 0.19948 0.94449 -0.09 0.06 -0.11 0.0496
H -1.11881 0.41022 1.14162 -0.02 -0.06 -0.14 0.1327
H -3.46977 0.03786 0.32611 0.10 -0.06 -0.03 0.0757
H 0.71400 -0.99067 1.87476 -0.11 -0.13 -0.10 0.0635
H 2.00715 1.90603 -1.02736 0.12 -0.04 0.13 0.0377
H 3.01287 -0.32291 -0.70787 0.01 0.14 0.10 0.0492
H 2.63392 2.43317 0.63169 0.02 -0.12 -0.10 0.0477
H 1.15276 -2.46937 0.84068 0.21 0.12 -0.03 0.0528
H -2.76479 -1.45991 0.97741 -0.01 0.14 -0.11 0.0792
H -0.18455 1.46130 -0.89434 -0.18 -0.08 -0.02 0.0478
```
Positions in Å, forces in eV/Å.

DFT (the ωB97M-V functional and the def2-TZVPD basis) results for an isolated molecule of C4H5NO.

Properties
SMILES = C[C@@]1(C#N)CO1
frontier orbital gap = 11.658 eV
total energy = -285.3288 hartree
lowest unoccupied orbital energy = 0.827 eV

Structure (XYZ):
```
11
Properties=species:S:1:pos:R:3:forces:R:3:lowdin_charge:R:1
O -0.22650 1.58928 0.16619 0.14 0.11 -0.32 0.0233
N 0.01271 -1.01830 -2.36576 0.84 0.87 0.27 0.1644
C -1.25365 0.63402 -0.06818 -0.35 -0.11 0.10 -0.0806
C 0.99438 -0.42592 0.87523 -0.07 -0.06 0.04 0.0029
C 0.29037 -0.26572 -1.52903 -0.09 -0.66 -0.81 -0.1442
C 0.16530 0.27436 -0.17369 -0.09 -0.44 -0.01 -0.5004
H 2.06335 -0.29081 0.67037 -0.25 -0.01 -0.03 0.0938
H 0.77774 -1.49636 0.88867 0.06 0.08 0.02 0.0933
H -1.83817 0.12248 0.68499 -0.02 0.72 0.68 0.1279
H 0.78203 0.01607 1.85194 -0.06 -0.12 -0.14 0.0942
H -1.76756 0.86091 -1.00074 -0.09 -0.36 0.20 0.1255
```
Positions in Å, forces in eV/Å.